No. 1
C2H7NO3 | wB97M-V/def2-TZVPD

Last column: natural (NBO) charge in e.
Element x y z (Å)
H (-1.726, 1.204, 0.073)  0.4147
H (1.128, 0.953, -0.372)  0.5267
H (-2.147, -0.381, -0.463)  0.4103
H (-0.177, 0.043, 1.846)  0.1262
N (-1.571, 0.439, -0.562)  -0.7886
H (0.561, -1.540, 1.753)  0.1561
O (0.430, 1.366, -1.177)  -0.7461
H (1.518, -0.168, 2.300)  0.1656
C (-0.351, 0.320, -1.102)  0.9657
O (1.161, -0.232, 0.254)  -0.8459
O (-0.263, -0.699, -1.965)  -0.6637
C (0.759, -0.474, 1.567)  -0.2349
H (0.678, -0.830, -2.153)  0.5141

Summary:
**Energy above the lowest of the compared OMol25 structures with the same formula, charge and spin**: 210.5 kJ/mol
**HOMO-LUMO gap**: 9.77 eV
**Spin multiplicity**: 1

***

No. 2
C54H120N3O3P2 | wB97M-V/def2-TZVPD

Last column: Mulliken charge in e.
Element x y z (Å)
C (-4.771, 1.492, -0.135)  -0.8365
H (-0.588, -3.082, -4.434)  0.4470
H (-0.564, 5.117, 4.189)  0.5260
C (8.346, -3.389, -1.902)  -1.4491
H (7.379, 1.426, -3.612)  0.4301
H (4.648, 2.109, -0.342)  0.3490
C (-4.290, 0.580, -5.357)  -0.7687
H (-0.836, 2.828, -3.911)  0.4391
C (-3.060, 5.599, 5.562)  -0.4169
C (-1.820, 2.394, -3.734)  -0.4077
H (-1.084, 1.027, 7.306)  0.3370
H (1.239, -0.974, -5.560)  0.3963
H (-4.872, 8.588, 5.300)  0.3771
C (-4.725, 1.227, 1.367)  0.4018
C (-0.695, 4.499, 3.295)  -1.3622
H (-0.448, 1.379, 3.849)  -0.1355
H (-5.771, 1.715, -0.506)  0.4491
H (1.815, -0.441, -3.985)  -0.0196
C (5.890, -0.104, -3.594)  -1.1550
H (0.848, -2.814, -3.385)  0.1743
H (5.738, -4.440, 1.286)  0.4367
H (0.564, -3.635, -0.944)  0.0941
H (-0.178, -5.070, -1.185)  0.5240
H (-5.265, 0.891, -4.983)  0.3482
H (2.503, 0.317, -5.483)  0.3300
H (-4.970, 3.199, 1.903)  0.4005
C (-1.120, -0.051, 5.352)  -0.1889
H (-0.445, -0.626, 7.326)  0.4494
C (-5.344, -2.031, 3.266)  -1.3777
C (6.858, 1.025, -5.658)  -0.4106
H (-4.542, 5.830, -3.363)  0.4020
C (-1.989, 2.323, 4.937)  -1.1632
H (-0.141, 2.207, 1.577)  -0.9422
O (0.400, 0.124, -0.853)  -0.3040
C (4.992, 1.077, -0.394)  -0.5673
C (-0.509, -5.516, 2.238)  -1.0120
C (7.944, 1.992, -6.121)  -1.3936
C (1.953, 2.368, 1.415)  -1.5572
C (3.655, -3.665, 1.562)  0.3145
H (0.444, 1.624, -5.811)  0.5644
H (6.273, -3.052, -2.588)  0.3334
C (4.825, -0.948, -1.532)  -1.1848
H (2.357, 1.837, 2.278)  0.3701
C (0.472, 0.900, -4.992)  -0.5555
H (-3.319, -3.549, 2.071)  0.6625
H (1.449, 4.436, 2.989)  0.6402
H (-2.998, 4.897, 6.395)  0.3196
H (3.106, -0.133, -0.446)  -0.2116
C (7.229, -2.540, -2.522)  -0.2370
H (-5.822, -2.879, 2.773)  0.3749
C (-1.525, -2.787, 2.935)  -0.6189
H (7.153, 1.034, -0.860)  0.2213
C (-2.977, -2.600, 2.493)  -0.2767
H (7.958, -0.115, -4.291)  0.2872
H (7.558, -2.344, -3.547)  0.2495
C (-3.307, 0.462, -4.174)  -0.0774
H (-1.318, 2.775, 5.673)  0.6849
C (2.232, -4.198, 1.510)  -0.6576
H (-4.175, 2.390, -0.339)  -0.0823
C (-3.470, 4.825, 4.290)  -0.9826
H (-3.810, -2.889, 4.423)  0.5938
C (-1.093, -3.483, -2.389)  0.3936
H (-4.343, 7.505, 3.954)  0.2881
H (8.911, 1.497, -5.985)  0.3303
H (5.770, -1.102, -4.005)  0.4446
H (-1.015, -0.623, -4.872)  0.6202
H (7.266, -1.334, -0.705)  0.6107
H (6.118, 1.905, -2.003)  0.4208
C (-3.241, -8.129, 3.398)  -1.2913
C (-3.677, 1.486, -6.401)  -0.7526
H (0.881, 3.037, 3.743)  0.3360
H (-1.624, 0.726, -6.687)  0.5636
H (-5.902, -1.992, 4.210)  0.4089
H (-2.145, -4.422, 0.140)  0.8696
H (5.867, 1.482, -5.787)  0.2609
H (-0.539, -0.913, 5.020)  0.1700
H (-4.054, -8.283, 2.691)  0.3201
C (-2.801, 2.782, 2.111)  0.9835
H (-3.532, -7.529, 4.258)  0.3501
C (4.699, -4.757, 1.262)  -1.5531
C (-1.969, -7.565, 2.757)  -0.7216
H (2.648, 3.190, 1.209)  0.4782
O (-1.767, 0.068, -0.912)  -0.5207
H (-3.682, 0.845, -3.232)  0.0638
H (-4.413, 4.321, 4.525)  0.5564
H (2.010, 1.689, 0.564)  0.0516
H (5.182, -1.471, -0.644)  0.3057
C (-1.359, 1.054, 4.363)  1.5127
N (-2.042, 1.207, -4.611)  0.8578
H (-2.089, -0.510, 5.601)  0.0404
C (1.165, -3.126, 1.672)  -1.1695
H (-3.928, 2.536, -6.240)  0.3371
H (0.186, -4.388, -3.890)  0.4702
C (3.948, 0.194, -1.061)  0.5759
P (-2.286, 3.606, 3.683)  0.9698
C (-3.897, -2.137, 3.624)  -0.3774
H (-4.114, 0.352, 1.625)  -0.7359
H (-2.098, 6.083, 5.389)  0.2463
H (8.128, -0.602, -2.061)  0.7049
C (-0.065, -3.387, -3.518)  -1.4494
H (8.600, -4.291, -2.463)  0.4116
H (-4.585, 2.299, 3.281)  0.7640
C (-2.177, 1.451, -6.088)  -0.8428
H (0.039, -6.111, 1.510)  0.5162
H (5.008, 0.520, -3.725)  0.5628
H (-3.003, -9.147, 3.712)  0.3641
C (-4.140, 6.633, 5.925)  -0.6970
H (-2.519, 3.487, 1.328)  0.8228
H (7.906, 2.339, -7.152)  0.4070
N (6.079, -0.292, -2.103)  0.8442
N (-0.706, -0.068, -0.270)  0.1056
H (-3.013, 3.722, -1.834)  -0.5040
H (-3.732, 5.444, 3.426)  0.4930
H (-2.041, 0.677, 3.597)  -0.5106
C (1.628, -0.115, -5.009)  -1.0321
H (4.428, -1.683, -2.227)  0.4134
H (-2.949, 2.110, 5.418)  0.5923
H (-5.675, -1.146, 2.719)  0.1108
C (-4.293, 2.397, 2.231)  -1.8861
H (-1.900, -7.989, 1.748)  0.3478
C (-4.162, 7.830, 4.982)  -1.1375
C (-0.456, -4.013, -1.102)  -1.2316
C (0.574, 3.034, 1.627)  1.1093
H (3.827, -2.868, 0.829)  -0.4012
H (-3.997, 1.224, -7.404)  0.4393
C (-1.900, -6.046, 2.647)  -0.4192
H (0.743, 1.713, -4.293)  0.2257
H (-4.322, 0.707, -0.739)  0.0832
H (-0.702, 0.221, -3.297)  -0.0615
H (-1.715, 2.111, -2.681)  -0.0311
H (4.547, -5.571, 1.972)  0.4063
P (-0.538, -3.742, 1.738)  0.3323
H (5.258, 0.772, 0.617)  0.3880
H (0.452, 0.711, 6.650)  0.3948
H (0.017, -5.576, 3.198)  0.6490
H (-5.064, 6.053, 5.997)  0.3704
C (-1.313, -3.709, 0.137)  -0.1366
O (-0.699, -0.524, 0.901)  -0.1844
C (-0.801, 0.326, -4.378)  -0.4291
H (-1.778, -2.731, -0.007)  -0.1674
H (-3.178, 8.302, 4.935)  0.3063
H (1.229, -2.292, 0.968)  0.0868
H (2.151, -4.621, 0.499)  0.2715
H (9.304, -2.870, -1.869)  0.3612
H (2.111, -5.039, 2.191)  0.4839
H (4.512, -5.144, 0.257)  0.3571
H (-1.679, 2.375, -6.384)  0.3090
C (-3.093, 4.404, -2.691)  0.6421
H (-3.434, -1.302, 4.159)  -0.1661
H (-2.231, 1.872, 1.922)  -1.2339
H (-3.930, 6.995, 6.933)  0.3823
H (-1.067, -7.958, 3.235)  0.4453
H (-5.254, 4.291, -2.942)  0.3526
H (-5.700, 0.928, 1.766)  0.6911
C (-4.487, 5.012, -2.643)  -1.5114
H (3.367, 0.599, -1.897)  0.0961
H (-3.098, -1.906, 1.655)  -0.1909
H (-2.472, 4.092, -4.730)  0.2908
H (-1.517, -3.356, 3.873)  1.0402
H (-2.391, 5.235, -2.622)  0.4093
H (-2.261, -5.641, 3.596)  0.3024
H (-3.041, -0.589, -4.109)  0.2760
H (1.292, -2.629, 2.643)  1.0175
H (-2.624, -5.694, 1.903)  0.2466
H (-1.019, 5.167, 2.492)  0.5243
H (-1.487, -2.483, -2.189)  -0.2040
C (6.189, 1.031, -1.362)  -0.7371
H (-0.921, -1.916, 3.191)  -0.0551
C (-0.553, 0.272, 6.720)  -1.7195
H (3.853, -3.183, 2.525)  0.4545
H (-4.406, -0.425, -5.762)  0.4366
H (-4.748, 5.332, -1.637)  0.3915
H (8.037, 2.918, -5.548)  0.3451
H (6.758, 0.168, -6.332)  0.3960
H (-1.913, -4.133, -2.689)  0.3950
C (7.110, 0.572, -4.236)  -0.5272
H (0.299, 3.635, 0.758)  0.7168
H (8.038, -3.741, -0.916)  0.3066
C (7.264, -1.204, -1.787)  -1.1703
C (-2.871, 3.493, -3.906)  -0.8405
C (0.595, 3.755, 2.970)  -1.1857
H (-3.840, 3.067, -4.169)  0.1795

Summary:
**Energy above the lowest of the compared OMol25 structures with the same formula, charge and spin**: 0.0 kJ/mol
**HOMO-LUMO gap**: 9.70 eV
**Total charge**: +3
**Spin multiplicity**: 1